Formula: C4H13N4
Source: the Open Molecules 2025 dataset
Level of theory: ωB97M-V/def2-TZVPD

Output
Largest force on an atom in eV/Å: 0.834
Net charge: +1
HOMO in eV: -12.49
Kohn-Sham gap in eV: 9.793

Each line ends with the natural charge from an NBO analysis.
Atoms and positions in Å:
C 1.425 1.358 -3.014  -0.4139
N 0.768 0.341 -2.209  -0.5641
C -0.431 0.485 -1.655  0.3502
N -1.032 -0.480 -1.034  -0.8312
H 1.128 1.283 -4.062  0.2112
H 1.135 2.348 -2.671  0.2162
H 2.504 1.258 -2.936  0.2238
H 1.116 -0.596 -2.237  0.3989
H -0.897 1.465 -1.695  0.1827
H -1.974 -0.195 -0.801  0.3720
C -0.857 -0.275 2.512  0.0398
C 0.202 -0.858 1.962  -0.1994
N 0.052 -1.879 0.918  -0.7281
N -0.793 0.705 3.490  -0.7758
H -1.872 -0.577 2.267  0.2031
H 1.211 -0.581 2.223  0.2200
H 0.968 -2.190 0.596  0.4257
H -0.411 -2.720 1.280  0.4272
H -0.478 -1.436 0.057  0.4579
H -0.072 1.398 3.385  0.3925
H -1.691 1.145 3.626  0.3915


Formula: C4H3NO
Source: the Open Molecules 2025 dataset
Level of theory: ωB97M-V/def2-TZVPD

Output
Largest force on an atom in eV/Å: 1.086
Structure (SMILES): C#C[C@H](O)C#N
HOMO in eV: -11.11
Kohn-Sham gap in eV: 11.677

Each line ends with the natural charge from an NBO analysis.
Atoms and positions in Å:
O -1.322 0.602 -0.971  -0.6585
C -0.460 -0.335 -0.380  -0.0531
C 0.922 0.145 -0.184  -0.0675
C 2.058 0.497 -0.007  -0.1590
C -0.998 -0.803 0.925  0.2476
N -1.439 -1.113 1.947  -0.2827
H -1.383 1.369 -0.388  0.4794
H -0.439 -1.190 -1.064  0.2498
H 3.070 0.799 0.158  0.2440


Formula: C17H36BCl2F5N5NaO17S2
Source: the Open Molecules 2025 dataset
Level of theory: ωB97M-V/def2-TZVPD

Output
Largest force on an atom in eV/Å: 3.272
HOMO in eV: -5.38
Kohn-Sham gap in eV: 2.290

Each line ends with the Mulliken charge.
Atoms and positions in Å:
C -1.890 -2.388 -2.111  -1.4600
C -1.039 -2.051 -0.888  0.5536
Cl -1.846 -0.985 0.243  0.0263
C 0.368 -1.602 -1.248  -1.0509
Cl 1.502 -1.681 0.166  -0.2835
N 0.478 -0.393 -2.034  0.5763
C 0.384 0.964 -1.435  0.3166
C -0.787 1.772 -2.030  -1.2955
F 0.278 1.002 -0.112  -0.0713
S 0.530 -0.521 -3.632  1.2575
O 1.310 -1.612 -4.074  -0.7295
O -0.697 -0.432 -4.284  -0.6222
F 1.329 0.790 -4.023  -0.2807
H -2.608 -1.615 -2.345  0.3280
H -1.254 -2.643 -2.949  0.3708
H -2.427 -3.291 -1.862  0.4109
H -0.886 -2.995 -0.383  0.1633
H 0.730 -2.417 -1.859  0.6185
H 1.275 1.522 -1.702  0.1290
H -0.433 2.479 -2.764  0.3720
H -1.584 1.136 -2.383  0.2806
H -1.202 2.350 -1.216  0.4120
C -1.473 -5.988 3.782  -0.9848
S -1.737 -4.462 2.845  0.5343
O -1.551 -4.792 1.419  -0.5572
C -0.212 -3.664 3.404  -0.3327
H -2.289 -6.669 3.552  0.3425
H -0.526 -6.444 3.495  0.3314
H -1.474 -5.768 4.852  0.2635
H 0.638 -4.296 3.140  0.5347
H -0.252 -3.513 4.484  -0.5054
H -0.116 -2.696 2.912  0.3646
N -2.975 -3.443 6.088  -0.4377
H -2.071 -3.727 6.456  0.2477
H -3.441 -2.860 6.774  0.3392
H -2.812 -2.776 5.118  0.2990
H -3.544 -4.263 5.896  0.3520
F -2.277 -1.770 4.428  -0.7219
C 4.886 -0.811 -2.286  0.5909
O 5.497 -1.526 -1.513  -0.6883
N 5.458 -0.204 -3.375  -0.3383
N 3.555 -0.529 -2.186  0.1619
H 4.931 0.372 -4.000  0.1490
H 6.432 -0.359 -3.548  0.1989
H 3.009 -0.920 -1.440  -0.1383
H 3.086 0.058 -2.848  0.0121
O -0.515 -0.257 5.964  -0.7396
C -1.207 0.743 5.954  0.3817
O -2.483 0.734 6.294  -0.3574
C -3.053 2.054 6.064  -0.4490
C -1.865 2.997 6.084  -0.4834
C -0.758 2.112 5.524  0.0353
H -3.566 2.044 5.103  0.3004
H -3.775 2.276 6.846  0.3167
H -2.025 3.912 5.519  0.3134
H -1.629 3.276 7.114  0.2617
H -0.718 2.150 4.433  -0.0577
H 0.212 2.357 5.946  0.3607
C 3.237 -1.268 -6.746  -0.1079
C 2.584 -0.584 -7.924  -0.4185
O 2.265 0.712 -7.377  -0.3664
C 3.096 0.933 -6.349  0.7801
O 3.199 1.985 -5.778  -0.7338
O 3.793 -0.151 -6.025  -0.2094
H 4.012 -1.969 -7.038  0.3691
H 2.520 -1.778 -6.103  0.0751
H 3.265 -0.453 -8.767  0.2748
H 1.690 -1.093 -8.268  0.3565
O 3.237 4.622 -7.401  -0.3551
H 4.056 5.137 -7.281  0.4587
H 3.192 3.863 -6.767  0.4591
H 3.134 4.319 -8.322  0.4511
N -5.367 -0.163 -0.584  0.9042
O -4.922 0.995 -0.465  -0.6206
O -6.269 -0.574 0.175  -0.6583
O -4.901 -0.923 -1.469  -0.6028
B 0.089 4.205 2.460  0.5843
O 0.715 5.313 1.694  -0.4692
C -0.051 6.384 1.812  0.5419
O 0.170 7.450 1.315  -0.6169
C -1.254 6.033 2.688  0.5507
O -2.139 6.772 3.000  -0.6248
O -1.154 4.764 3.054  -0.4018
F 0.958 3.774 3.479  -0.3689
F -0.213 3.149 1.620  -0.1705
Na 0.166 -2.194 5.995  0.9975


Question: What is the HOMO in the third record?
Answer: -5.38 eV